(1)
A structure of composition C25H40N. Source: the Open Molecules 2025 dataset; level of theory: wB97M-V/def2-TZVPD.

```
66
Properties=species:S:1:pos:R:3:forces:R:3
C 10.2816 -2.4713 0.2086 2.190 2.322 0.775
C 9.7576 -2.9047 -1.1154 1.378 -0.981 -2.174
C 8.2958 -2.5339 -1.5455 1.765 -2.094 2.297
C 7.4041 -3.2358 -0.4956 1.926 -4.327 -5.160
C 6.0431 -2.9593 -0.8087 -2.571 -13.097 -4.716
C 5.5534 -1.7308 -0.8242 -5.548 4.760 3.227
C 4.0772 -1.6850 -1.1493 1.790 7.138 -7.938
C 3.1457 -1.9289 -0.2214 -4.147 -7.302 2.732
C 1.6871 -1.7826 -0.5713 -3.418 -1.843 1.854
C 1.1348 -0.3743 -0.4755 -0.970 -1.620 1.197
C -0.3301 -0.2950 -0.8782 1.162 4.229 12.790
C -0.6671 1.2664 -0.7930 -8.448 -7.410 5.785
C -2.2538 1.5101 -0.6601 3.810 -8.724 -5.926
C -3.1148 0.9631 0.3265 1.919 -1.953 3.010
C -4.5327 1.2507 0.2776 -3.542 -10.846 0.521
H -4.8973 0.4255 -0.5779 0.175 2.543 1.675
H -5.0982 0.6673 1.3155 1.700 1.782 -2.790
C -4.9997 2.5101 0.1633 -4.429 4.444 -8.749
N -6.5501 2.8311 0.1134 6.230 -2.933 3.517
C -7.1798 2.6579 -0.9686 0.287 2.027 -1.953
C -8.4716 2.9351 -0.9409 -1.057 -1.818 -0.660
C -9.1789 2.7268 0.1521 -5.038 2.887 3.179
C -8.5368 2.8054 1.3547 1.241 -1.915 1.560
C -9.1705 2.7119 2.6622 0.895 3.425 -1.539
C -8.3949 3.0627 3.7064 -8.331 -2.370 4.142
C -7.1353 2.7634 3.8283 6.057 -0.520 5.191
C -6.3670 2.6906 2.8284 3.456 -0.430 -9.984
C -7.1312 2.8031 1.2732 -0.467 0.200 7.289
H -5.2674 2.4683 2.6897 -1.566 0.333 0.878
H -6.5517 2.6155 4.8079 -1.502 0.406 -1.124
H -8.9671 2.9139 4.7244 0.823 1.361 -1.856
H -10.1672 3.0838 2.7440 -1.072 -0.810 -0.177
H -10.3426 2.9757 0.2487 2.474 -1.217 -0.833
H -9.0176 2.9110 -1.7584 -2.052 0.386 -4.358
H -6.5662 2.7308 -1.7839 1.050 -0.453 -2.445
H -4.6181 3.2001 0.6818 2.714 4.928 5.425
H -4.6698 3.1446 -0.8692 -0.710 -2.264 1.832
H -2.8148 1.3312 1.2463 1.029 1.543 2.435
H -2.8538 -0.0769 0.5856 -0.787 -0.049 -0.826
H -2.5852 0.6905 -1.8343 0.341 2.394 2.831
H -2.5951 2.3288 -0.9638 -2.058 7.382 -2.583
H -0.4154 1.4121 0.1594 2.217 1.613 3.511
H -0.1943 1.6461 -1.4778 4.498 5.043 -7.097
H -0.7770 -0.8365 0.2849 0.266 1.134 -3.994
H -0.5546 -0.7031 -1.6813 -2.328 -4.161 -7.237
H 1.3382 0.1303 0.4979 -0.177 -0.476 -0.666
H 1.5702 0.1313 -1.2194 2.415 2.501 -2.629
H 0.8985 -2.4032 0.3598 2.562 1.295 -2.945
H 1.4044 -2.1811 -1.6090 0.523 0.179 1.541
H 3.3754 -3.1928 -0.1409 -1.125 2.857 0.830
H 3.2852 -1.4862 0.7091 0.667 0.643 1.794
H 3.8202 -1.9440 -2.2562 0.556 -0.497 2.068
H 3.6803 -0.2753 -1.4484 1.743 -2.950 0.650
H 5.5907 -1.3514 0.1988 0.440 0.887 0.116
H 5.9620 -1.1284 -1.5057 2.229 2.595 -2.217
H 5.2417 -3.9137 -0.4292 2.149 2.983 -0.016
H 5.9363 -3.4151 -1.9527 0.157 1.177 1.956
H 7.7265 -4.4239 -0.5020 -1.130 2.988 0.106
H 7.5053 -2.8770 0.3794 1.807 2.353 6.707
H 8.0045 -3.1623 -2.4596 0.643 2.206 0.462
H 8.3028 -1.4276 -1.3565 -0.761 -0.802 -1.388
H 10.4639 -2.6185 -1.9132 -0.249 0.705 0.186
H 10.0003 -3.9663 -1.1572 -0.935 -0.597 -0.051
H 9.9258 -3.0248 1.0318 -1.408 -0.313 1.022
H 11.3990 -2.6307 0.4574 -1.306 0.199 -1.402
H 10.1559 -1.3550 0.3273 -0.147 -1.077 0.345
```
Positions in Å, forces in eV/Å.

Charge: +1
Energy relative to the best compared isomer or geometry (same formula, charge and spin) (kcal/mol): 492.9
HOMO (eV): -10.3
LUMO (Eh): -0.15775

=====

(2)
The ion C3H5N2O2 with charge +1. Source: the Open Molecules 2025 dataset; level of theory: wB97M-V/def2-TZVPD.

```
12
Properties=species:S:1:pos:R:3:forces:R:3
C 0.6688 0.3077 -1.8804 2.973 1.111 0.331
C 0.0099 0.1821 0.1159 0.578 -0.333 2.208
C -0.8313 0.1380 1.3430 -1.222 -2.461 -1.642
N 1.7407 0.4929 -1.0920 1.207 0.229 -0.740
N 1.3548 0.3946 0.3476 -6.853 -0.873 -6.148
O -0.4559 0.1326 -1.3259 1.962 -0.064 5.792
O 1.9800 0.5251 1.3296 2.056 0.311 1.445
H 0.6284 0.4177 -2.9152 0.651 0.003 -1.735
H -0.9933 1.1155 1.6178 -1.056 2.420 0.598
H -0.3457 -0.2784 2.2135 0.661 -0.564 -0.208
H -1.7660 -0.4485 1.1630 0.622 0.789 0.209
H 2.7358 0.7755 -1.3184 -1.578 -0.569 -0.109
```
Positions in Å, forces in eV/Å.

Charge: +1
SMILES string: Cc1oc[nH+][n+]1[O-]
Energy relative to the best compared isomer or geometry (same formula, charge and spin) (kcal/mol): 106.7
HOMO (eV): -14.4
LUMO (Eh): -0.18070

=====

(3)
A structure of composition C22H30BIN5S3V. Source: the Open Molecules 2025 dataset; level of theory: wB97M-V/def2-TZVPD.

```
63
Properties=species:S:1:pos:R:3:forces:R:3
V -0.0639 -0.0114 0.1337 0.831 0.747 -1.581
C 1.0236 0.3454 -4.2091 -0.010 -0.010 -0.002
C 0.7548 -0.5853 -3.0641 0.022 0.010 -0.040
C 1.5883 -0.6195 -1.9576 -0.067 -0.036 -0.004
C 1.3295 -1.4825 -0.8704 0.222 -0.162 -0.205
C 0.1672 -2.2682 -0.8950 0.075 0.135 -0.123
C -0.6469 -2.2641 -2.0454 0.023 -0.097 0.170
C -0.3503 -1.4561 -3.1106 0.029 0.094 -0.102
H 1.1570 -0.2136 -5.1373 -0.015 0.014 0.020
H 1.9167 0.9454 -4.0383 -0.018 -0.020 -0.001
H 0.1759 1.0204 -4.3478 0.017 -0.008 0.014
H 2.4991 -0.0325 -1.9574 -0.021 0.074 0.030
H 2.0937 -1.6509 -0.1249 0.037 0.041 0.064
H -0.0165 -2.9891 -0.1117 -0.031 -0.046 0.071
H -1.5039 -2.9244 -2.0905 -0.002 -0.009 0.025
H -0.9849 -1.4603 -3.9886 0.034 0.003 0.005
C -4.1613 0.0471 -2.1459 -0.036 0.194 0.044
N -4.0388 1.1698 -1.2209 -0.136 -0.235 -0.217
C -5.0961 1.8313 -0.6279 0.069 -0.183 -0.130
C -4.5534 2.7901 0.1473 0.231 0.085 0.093
N -3.1774 2.7216 0.0315 0.115 0.203 0.117
B -2.2841 3.6709 0.9591 -0.032 0.082 -0.028
N -0.8790 3.9068 0.3239 -0.264 0.043 0.027
C -0.5692 4.9035 -0.5814 -0.188 -0.135 0.187
C 0.7339 4.7873 -0.9034 0.167 -0.169 0.019
N 1.2179 3.7033 -0.1894 0.297 -0.014 -0.028
C 2.5953 3.2265 -0.2145 -0.118 0.134 0.030
C 0.2197 3.1832 0.5483 -0.049 0.085 -0.221
S 0.3294 1.7904 1.5797 0.389 0.322 0.132
C -2.8736 1.7344 -0.8170 -0.156 0.012 0.237
S -1.3385 1.1912 -1.4429 -0.211 0.082 -0.211
H -5.1562 -0.3763 -2.0377 -0.014 0.005 0.003
H -3.4137 -0.7054 -1.9132 0.046 -0.029 0.050
H -4.0132 0.3725 -3.1740 0.004 0.037 -0.006
H -6.1228 1.5662 -0.8178 0.087 -0.016 0.000
H -5.0247 3.5223 0.7812 0.070 -0.032 -0.041
H -2.8600 4.7351 0.9978 0.070 -0.164 -0.008
H -2.1624 3.1468 2.0384 -0.030 0.063 -0.139
H -1.3054 5.6185 -0.9058 0.010 -0.048 0.046
H 1.3592 5.3692 -1.5594 -0.013 -0.064 0.063
H 3.1108 3.7185 -1.0342 0.006 0.005 -0.011
H 2.6214 2.1514 -0.3604 -0.045 -0.104 -0.020
H 3.1004 3.4600 0.7208 -0.012 0.023 0.025
I -5.3419 -0.9917 2.6463 -0.037 0.002 -0.002
C -3.2799 -1.2089 2.6175 -0.061 0.021 -0.042
C -2.6036 -1.8347 3.6515 -0.024 -0.011 0.051
C -1.2241 -1.9418 3.5678 0.043 -0.093 0.035
C -0.5763 -1.4334 2.4633 -0.134 0.127 -0.066
N -1.2304 -0.8008 1.4668 -1.365 -0.972 1.742
C -2.5648 -0.6961 1.5494 0.165 0.029 -0.055
H -3.1382 -2.2253 4.5083 0.021 0.019 -0.049
H -0.6553 -2.4175 4.3551 -0.012 0.010 -0.029
H 0.5064 -1.4859 2.3743 -0.009 0.027 0.003
H -3.0597 -0.1693 0.7440 0.040 -0.020 0.031
C 3.4359 0.7933 3.3179 -0.050 -0.017 -0.009
S 3.1278 -0.3787 1.9825 -0.026 -0.073 0.100
C 3.9913 -1.8174 2.6526 0.041 0.043 -0.041
H 4.4885 1.0692 3.3477 -0.009 -0.005 0.005
H 3.1371 0.3646 4.2744 0.004 0.016 -0.027
H 2.8265 1.6732 3.1194 0.031 -0.013 0.003
H 3.5780 -2.0927 3.6226 0.010 -0.006 -0.021
H 5.0572 -1.6177 2.7519 -0.016 -0.005 0.000
H 3.8545 -2.6448 1.9569 0.007 0.014 0.016
```
Positions in Å, forces in eV/Å.

Spin multiplicity: 2
Charge: +1
HOMO (spin up / spin down) (eV): -10.0 / -9.6
LUMO (spin up / spin down) (Eh): -0.10288 / -0.11126

=====

no.,largest force on an atom (eV/Å),E (eV)
1,14.2,-28038.16027
2,9.2,-10255.04854
3,2.4,-97718.63024